DFT (ωB97M-V/def2-TZVPD) results for an isolated ion of composition C4H11N2S and charge -1.

Each line ends with the Löwdin charge.
Positions of all 18 atoms, in Å:
C  -1.10  1.06  0.22  -0.282
N  0.28  0.73  0.51  -0.106
C  0.99  0.06  -0.59  -0.361
C  2.46  -0.15  -0.26  -0.807
S  3.09  -1.77  -0.76  0.058
C  -1.86  -0.19  -0.07  -0.325
N  -1.71  -1.10  1.05  -0.003
H  -1.53  1.55  1.08  0.101
H  -1.21  1.79  -0.60  0.103
H  0.83  1.56  0.76  0.108
H  0.86  0.62  -1.52  0.105
H  0.56  -0.93  -0.69  0.050
H  2.61  -0.06  0.82  0.025
H  3.02  0.67  -0.69  0.022
H  -1.50  -0.57  -1.04  0.097
H  -2.93  -0.03  -0.20  0.100
H  -2.14  -1.99  0.80  0.055
H  -0.72  -1.25  1.19  0.060

## Properties
ΔE to the lowest compared entry with this formula, charge and spin	81.4	kJ/mol
total charge	-1

=====

DFT (ωB97M-V/def2-TZVPD) results for an isolated ion of composition C4H11N2S and charge -1.

Each line ends with the Löwdin charge.
Positions of all 18 atoms, in Å:
N  -1.12  -0.40  1.32  0.002
C  -0.35  -0.59  0.05  -0.513
C  -0.49  -2.12  -0.28  -0.737
S  -1.87  -2.46  -1.47  0.039
C  1.06  -0.02  0.10  -0.197
N  1.05  1.52  0.44  -0.167
C  0.54  2.41  -0.59  -0.194
H  -2.01  -0.79  1.09  0.024
H  -0.72  -1.06  2.03  0.072
H  -0.75  -0.02  -0.82  0.083
H  0.34  -2.32  -0.98  0.001
H  -0.50  -2.83  0.60  0.051
H  1.46  -0.05  -0.95  0.106
H  1.79  -0.56  0.78  0.111
H  0.39  1.44  1.30  0.096
H  1.28  2.43  -1.45  0.079
H  0.39  3.43  -0.20  0.061
H  -0.47  2.01  -0.97  0.082

## Properties
ΔE to the lowest compared entry with this formula, charge and spin	151.3	kJ/mol
total charge	-1

=====

DFT (ωB97M-V/def2-TZVPD) results for an isolated ion of composition C4H11N2S and charge -1.

Each line ends with the Löwdin charge.
Positions of all 18 atoms, in Å:
C  -0.95  -0.94  -0.16  -0.219
N  -0.47  -2.09  0.70  -0.092
C  -0.72  -1.89  2.11  -0.370
N  -0.17  -0.70  2.74  0.005
C  0.25  -0.15  -0.80  -0.311
C  -0.10  1.32  -0.97  -0.833
S  1.12  2.27  -1.92  0.039
H  -1.60  -0.28  0.41  0.093
H  -1.48  -1.45  -0.98  0.090
H  0.51  -2.20  0.46  0.083
H  -1.78  -1.93  2.34  0.103
H  -0.38  -2.80  2.62  0.094
H  0.72  -0.51  2.29  0.066
H  -0.70  0.11  2.47  0.042
H  1.15  -0.38  -0.22  0.081
H  0.41  -0.55  -1.80  0.080
H  -0.17  1.86  -0.02  0.019
H  -1.03  1.36  -1.54  0.030

## Properties
ΔE to the lowest compared entry with this formula, charge and spin	97.1	kJ/mol
total charge	-1

=====

DFT (ωB97M-V/def2-TZVPD) results for an isolated ion of composition C4H11N2S and charge -2.

Each line ends with the Löwdin charge.
Positions of all 18 atoms, in Å:
C  0.66  0.08  -1.67  -0.155
C  -0.31  0.40  -0.56  -0.508
C  -1.74  0.67  -1.05  -0.744
S  -1.91  1.85  -2.45  -0.015
N  -0.33  -0.69  0.44  -0.058
C  0.16  -0.47  1.78  -0.642
N  1.55  -0.94  1.97  -0.128
H  1.65  -0.20  -1.30  0.040
H  0.80  0.91  -2.36  0.023
H  0.32  -0.74  -2.32  0.067
H  0.03  1.30  -0.04  0.110
H  -2.22  -0.29  -1.24  0.030
H  -2.25  1.14  -0.21  0.016
H  0.08  -1.51  0.02  0.079
H  0.03  0.59  2.03  0.043
H  -0.42  -1.07  2.49  0.018
H  2.15  -0.25  1.49  -0.046
H  1.77  -0.78  2.96  -0.129

## Properties
ΔE to the lowest compared entry with this formula, charge and spin	14.8	kJ/mol
total charge	-2
⟨S²⟩	0.75
2S+1	2

=====

DFT (ωB97M-V/def2-TZVPD) results for an isolated ion of composition C4H11N2S and charge -2.

Each line ends with the Löwdin charge.
Positions of all 18 atoms, in Å:
N  1.41  0.44  0.34  -0.021
C  0.08  -0.03  -0.16  -0.506
C  -0.05  -1.55  -0.28  -0.690
S  1.54  -2.42  -0.83  0.019
C  -1.02  0.65  0.68  -0.268
N  -1.31  1.95  0.05  -0.153
C  -2.13  2.92  0.79  -0.657
H  2.06  -0.24  -0.08  -0.056
H  1.37  -0.04  1.25  0.048
H  0.00  0.30  -1.20  0.110
H  -0.85  -1.69  -1.01  0.030
H  -0.37  -2.08  0.62  0.023
H  -1.97  0.10  0.66  0.095
H  -0.64  0.77  1.71  0.088
H  -0.38  2.38  0.01  0.072
H  -1.66  3.36  1.68  -0.043
H  -2.49  3.73  0.11  -0.049
H  -3.08  2.51  1.16  -0.041

## Properties
ΔE to the lowest compared entry with this formula, charge and spin	23.6	kJ/mol
total charge	-2
⟨S²⟩	0.75
2S+1	2

=====

DFT (ωB97M-V/def2-TZVPD) results for an isolated ion of composition C4H11N2S and charge +1.

Each line ends with the Löwdin charge.
Positions of all 18 atoms, in Å:
C  0.76  0.76  0.21  -0.394
C  -0.61  -0.71  -1.46  -0.088
C  -0.23  -1.63  0.85  -0.068
C  -0.46  -0.36  -0.02  -0.680
N  1.82  0.53  0.90  0.247
N  0.59  1.92  -0.28  0.172
S  -1.78  0.80  0.63  0.837
H  0.02  -0.16  -2.22  0.130
H  -0.41  -1.73  -1.59  0.059
H  -1.66  -0.68  -1.73  0.080
H  0.52  -2.23  0.24  0.121
H  0.18  -1.29  1.80  0.061
H  -1.21  -2.09  1.19  0.124
H  1.83  -0.23  1.55  0.123
H  2.44  1.27  1.09  0.130
H  -0.36  2.15  -0.58  0.091
H  1.16  2.70  -0.10  0.141
H  -2.59  0.97  -0.46  -0.083

## Properties
ΔE to the lowest compared entry with this formula, charge and spin	62.0	kJ/mol
total charge	+1

=====

no.,largest force on an atom (eV/A)
1,0.83
2,3.62
3,2.00
4,0.86
5,1.75
6,3.21